(1)
This record from the OMol25 dataset describes a 2-piece molecular cluster, C6H10 overall. The level of theory is the ωB97M-V functional and the def2-TZVPD basis.

Results
Structure (SMILES): C=CCC.C#C
2S+1: 1
Orbital gap, eV: 10.942
LUMO level, eV: 1.2075
ΔE to the lowest compared entry with this formula, charge and spin, eV: 2.626
Highest occupied orbital energy, Ha: -0.358

XYZ file:
```
16
Properties=species:S:1:pos:R:3:forces:R:3
H -0.1028 1.6969 1.4921 -0.059 -0.120 -0.056
H -2.3698 -0.0349 0.3506 0.092 0.124 0.048
C 1.5244 -0.4816 0.6865 0.066 0.022 -0.057
H 0.3112 -0.6594 2.4588 -0.045 0.032 -0.137
H 2.1673 0.3079 1.0926 -0.109 -0.089 -0.048
C 0.1604 -0.4976 1.3822 -0.053 -0.042 0.019
C 0.4198 -0.4662 -3.1729 -0.383 0.273 0.311
H 2.0427 -1.4363 0.8257 -0.074 0.140 -0.025
H -1.0916 0.6342 -1.8818 0.135 -0.089 -0.133
H 1.4086 -0.3048 -0.3879 0.040 -0.051 0.179
C -1.8318 0.8594 0.6638 0.190 -0.024 0.149
H 1.1490 -0.9866 -3.7519 -0.109 0.067 0.042
C -0.3935 0.1198 -2.5082 0.379 -0.266 -0.290
C -0.6068 0.7793 1.1816 -0.253 0.021 -0.068
H -2.3471 1.8102 0.5519 0.103 -0.126 0.022
H -0.4399 -1.3402 1.0168 0.082 0.126 0.044
```
Forces are in eV/Å.

---

(2)
This record from the OMol25 dataset describes C6H10 in the gas phase. The level of theory is the ωB97M-V functional and the def2-TZVPD basis.

Results
Structure (SMILES): C[C@H]1C[C@H]2C[C@H]21
2S+1: 1
Orbital gap, eV: 8.704
LUMO level, eV: 1.1952
ΔE to the lowest compared entry with this formula, charge and spin, eV: 4.366
Highest occupied orbital energy, Ha: -0.276

XYZ file:
```
16
Properties=species:S:1:pos:R:3:forces:R:3
C -0.5960 0.2235 -0.8535 1.899 -3.613 -2.084
C 0.8199 0.6703 -1.0009 0.477 0.940 -0.157
C -0.5593 0.4092 0.6245 -0.556 1.159 -1.281
C 0.9537 0.6872 0.5364 0.142 0.185 -0.056
H 1.5509 -0.1577 0.9031 -0.160 0.166 -0.118
H -0.7255 -1.6442 1.3207 -0.037 0.584 -0.027
H 1.1075 1.5242 -1.5876 0.326 0.308 -0.178
H -1.0370 1.4250 0.0031 -0.003 -1.059 3.988
H -0.8152 -0.4752 2.6567 -0.084 0.181 -0.379
H 1.1278 -1.5565 -1.0612 0.326 0.307 0.012
C -1.1095 -0.6431 1.6094 -0.159 0.498 -0.323
H 0.8115 -0.7416 -2.6970 -0.309 0.087 0.618
H -2.2006 -0.7078 1.5642 0.097 0.059 0.040
H 1.3287 1.6055 0.9970 -0.128 -0.138 -0.059
H -1.4923 0.0440 -1.4131 -0.007 0.608 -0.679
C 0.8355 -0.6628 -1.6018 -1.824 -0.271 0.683
```
Forces are in eV/Å.

---

(3)
This record from the OMol25 dataset describes a 2-piece molecular cluster, C6H10 overall. The level of theory is the ωB97M-V functional and the def2-TZVPD basis.

Results
2S+1: 1
Orbital gap, eV: 5.838
LUMO level, eV: -1.3325
ΔE to the lowest compared entry with this formula, charge and spin, eV: 8.313
Highest occupied orbital energy, Ha: -0.264

XYZ file:
```
16
Properties=species:S:1:pos:R:3:forces:R:3
H -0.0089 0.7295 -2.1159 1.064 1.908 -0.661
C -0.8693 -0.7301 1.8226 -4.111 -2.870 3.401
H -0.2385 1.2556 1.2902 0.680 -1.129 -0.216
C -1.8410 -0.4677 2.8435 3.457 1.145 -2.851
C 0.6765 -0.0354 -1.8300 0.533 -0.543 3.796
H -1.8715 0.6276 3.0442 -0.496 -1.013 0.434
H 2.3719 -0.7753 -0.3707 -0.918 0.500 -0.992
C 0.1622 -0.3468 -0.3477 -0.118 -2.917 3.424
H 0.9411 1.5756 -4.2425 1.467 0.479 0.145
C -0.1324 0.1546 1.0653 0.113 2.429 -5.876
C 1.7603 0.0646 -0.7956 -1.967 -0.945 -1.597
H -2.4628 -1.1914 3.3784 0.407 0.280 -0.453
H 2.1148 0.9964 -0.4441 0.533 1.191 0.269
H 0.2742 1.3715 -4.3351 -1.448 -0.425 -0.283
H -0.0680 -1.4686 -0.3662 0.869 1.383 0.658
H -0.8084 -1.7601 1.4035 -0.066 0.528 0.803
```
Forces are in eV/Å.

---

(4)
This record from the OMol25 dataset describes C6H10 in the gas phase. The level of theory is the ωB97M-V functional and the def2-TZVPD basis.

Results
Structure (SMILES): C=CCC1CC1
2S+1: 1
Orbital gap, eV: 10.414
LUMO level, eV: 1.2805
ΔE to the lowest compared entry with this formula, charge and spin, eV: 3.479
Highest occupied orbital energy, Ha: -0.336

XYZ file:
```
16
Properties=species:S:1:pos:R:3:forces:R:3
C -0.5932 0.3943 -0.2830 0.820 -0.278 0.920
H -2.5520 0.0491 -2.2346 2.290 -2.797 1.665
H 0.1584 -0.1468 2.0236 1.959 -0.325 -0.204
H 0.9009 2.1673 1.3935 0.437 -0.368 0.308
C 0.8925 0.3191 0.0989 0.674 0.837 1.552
H 1.6834 0.0244 -0.5814 -0.725 -0.196 -0.687
H -2.4918 -1.8635 -2.2035 0.763 0.207 0.377
H -0.4863 -2.0461 -0.2202 -1.637 3.205 -1.575
H -1.2597 0.8568 0.5536 1.335 -1.096 -1.001
H 2.5788 1.4537 0.8392 -0.793 0.472 0.529
C -0.9865 -1.0081 -0.7151 -3.442 -1.057 -3.111
H -0.7609 1.0518 -1.1351 0.147 0.019 -0.013
H 1.9204 -0.9868 1.8807 -1.385 2.281 -1.029
C 1.1947 -0.1222 1.5203 -1.672 -0.798 1.229
C -1.9710 -0.9870 -1.7813 0.709 1.080 2.110
C 1.5150 1.3106 1.1075 0.519 -1.186 -1.070
```
Forces are in eV/Å.

---

(5)
This record from the OMol25 dataset describes a 2-piece molecular cluster, C6H10 overall. The level of theory is the ωB97M-V functional and the def2-TZVPD basis.

Results
2S+1: 1
Orbital gap, eV: 7.797
LUMO level, eV: -0.1253
ΔE to the lowest compared entry with this formula, charge and spin, eV: 3.910
Highest occupied orbital energy, Ha: -0.291

XYZ file:
```
16
Properties=species:S:1:pos:R:3:forces:R:3
H -1.8864 -1.2125 1.2803 0.044 0.087 -0.112
H 0.4020 2.1127 0.3051 -0.054 -0.160 0.016
H 2.6980 1.0423 -0.2086 -0.064 -0.154 0.028
H 0.1944 -1.8615 -0.6986 -0.002 0.090 0.128
H 0.4094 -1.8876 1.0472 -0.038 0.096 -0.112
C 0.0586 -1.2642 0.2134 0.003 0.103 -0.025
C 0.8421 0.0104 0.1426 -0.044 -0.054 0.006
H 2.5831 -0.5703 -0.9619 -0.062 0.079 0.130
H -2.7429 1.8487 -1.0216 -0.075 0.065 -0.122
H -2.9902 2.0454 -1.7023 0.019 -0.020 0.045
H 2.8297 -0.4325 0.7760 -0.082 0.047 -0.124
C -1.3469 0.7491 0.5876 0.392 -0.252 -0.017
C 0.0309 1.0889 0.3252 -0.061 0.011 0.011
C -1.3747 -0.7455 0.4297 -0.042 -0.005 0.049
H -2.0252 -0.9488 -0.4340 0.054 0.017 0.099
C 2.3180 0.0253 -0.0801 0.011 0.049 -0.001
```
Forces are in eV/Å.

---

(6)
This record from the OMol25 dataset describes C6H10 in the gas phase. The level of theory is the ωB97M-V functional and the def2-TZVPD basis.

Results
2S+1: 1
Orbital gap, eV: 10.243
LUMO level, eV: 1.2369
ΔE to the lowest compared entry with this formula, charge and spin, eV: 2.822
Highest occupied orbital energy, Ha: -0.331

XYZ file:
```
16
Properties=species:S:1:pos:R:3:forces:R:3
H -2.4342 0.8631 0.2992 -0.077 -0.014 0.158
C -1.0158 -0.6136 -0.5338 0.863 0.877 -0.502
C 1.4913 -0.2183 0.4815 -0.884 -0.841 -0.238
H 0.0172 -2.5367 -0.6468 0.913 1.205 0.343
C -1.4455 0.4440 0.4258 -0.271 0.193 0.396
C -0.0020 -1.6055 -0.0146 1.384 1.222 0.133
H 1.2183 -0.1811 1.5403 -0.035 -0.005 -0.214
H -0.1004 -1.9297 1.0262 -0.408 0.202 -0.282
C 1.0072 0.9848 -0.2890 -0.207 -0.028 0.066
H -0.7636 1.6995 -1.2563 -0.364 -0.927 -0.142
H -1.1347 0.3010 1.4549 -0.076 0.036 0.040
H -1.6453 -0.8886 -1.3842 0.089 -0.086 0.511
H 1.5783 1.1217 -1.2215 -0.242 -0.152 0.244
C -0.4541 0.8846 -0.5850 -0.225 -0.553 -0.446
H 2.6113 -0.2593 0.4421 -1.055 -0.928 -0.316
H 1.0720 1.9342 0.2612 0.593 -0.199 0.251
```
Forces are in eV/Å.